--- a ---
Entry from OMol25: the molecule C4H5NOS (ωB97M-V/def2-TZVPD).

The geometry in XYZ format:
```
12
C4H5NOS, DFT ωB97M-V/def2-TZVPD
H 1.817 3.215 -1.097
H -2.212 -1.262 1.611
C -1.401 -0.862 0.987
H 0.489 -0.588 -1.440
S 1.670 1.863 -1.114
H -0.520 -2.602 0.141
O -1.254 0.484 0.962
C 0.425 -0.620 -0.376
N 0.270 1.894 -0.075
C -0.173 0.715 0.107
C -0.549 -1.553 0.239
H 1.437 -0.684 0.056
```

Results
M in g mol⁻¹: 115.2
HOMO-LUMO gap in Ha: 0.3476
SMILES: S/N=C1\CC=CO1

***

--- b ---
Entry from OMol25: the molecule C4H5NOS (ωB97M-V/def2-TZVPD).

The geometry in XYZ format:
```
12
C4H5NOS, DFT ωB97M-V/def2-TZVPD
S -2.366 0.072 0.329
O -0.387 2.426 -0.885
C 0.718 -0.355 0.083
H 1.102 1.244 1.523
C 0.596 0.906 0.634
H -1.974 -1.462 -1.336
H 1.581 -0.948 0.435
H -0.627 2.697 0.967
C -0.259 2.024 0.220
C -0.194 -1.008 -0.681
N -1.495 -0.947 -0.573
H 0.114 -1.866 -1.287
```

Results
M in g mol⁻¹: 115.2
HOMO-LUMO gap (alpha / beta) in Ha: 0.2590 / 0.2591

***

a is the most stable structure; the next one sits 139.1 kJ/mol above it.

***

--- a ---
Entry from OMol25: a structure of composition C17H32BF4LiO9 (ωB97M-V/def2-TZVPD).

The geometry in XYZ format:
```
64
C17H32BF4LiO9, DFT ωB97M-V/def2-TZVPD
C 0.999 4.407 3.751
H -2.693 -1.017 -4.408
H -2.176 1.025 2.891
B -0.560 -0.958 0.306
C 3.125 -1.197 -4.431
O -3.589 -0.527 -2.624
H -4.088 0.890 2.611
H -4.112 -2.690 1.877
C 2.079 -1.321 -3.516
Li -3.455 0.041 -0.667
C 2.312 -4.434 0.920
C 0.873 4.116 6.139
H -1.993 1.640 1.044
O -3.875 -1.830 -0.043
O 0.402 2.419 2.254
H -3.937 -1.364 -2.744
C 0.507 -0.595 -5.207
H 0.581 1.112 4.641
H -0.393 -0.648 -5.497
H 1.996 1.375 0.359
H -3.224 -2.588 -0.211
F 0.571 -1.636 -0.234
H -1.996 0.319 -3.526
O 1.308 -0.064 -7.425
H 4.025 -0.155 -0.274
H -0.069 -0.843 -3.329
O 1.054 4.565 7.422
O 2.866 1.273 0.651
H 1.703 -0.501 -8.230
H -3.479 0.498 -4.150
H 3.543 -0.750 -6.389
H 1.439 -1.923 -1.753
H 1.301 5.957 5.202
C 1.112 4.918 5.046
O 1.044 -4.155 1.294
H 1.734 5.227 7.354
H 1.270 4.951 2.986
C 2.817 -0.807 -5.720
C -3.032 0.608 2.233
F -0.063 0.131 1.055
H 0.300 -3.891 0.486
H 3.030 0.856 -1.439
C -2.800 -0.242 -3.792
H 0.535 2.191 6.853
O 2.333 -1.781 -2.252
H 2.864 -3.534 0.574
C 1.547 -0.351 -6.107
C 0.617 3.018 3.480
C 0.729 -0.784 -3.884
C 0.632 2.745 5.988
H 0.207 1.556 2.342
H -5.170 -3.125 0.726
H 4.440 1.682 -0.594
H 2.871 -4.690 1.819
H 3.990 -1.559 -4.128
C 0.553 2.206 4.668
F -1.377 -0.580 -0.661
H 2.312 -5.114 0.140
C 3.597 0.942 -0.542
C -4.685 -2.447 0.968
O -2.959 1.333 1.014
H -5.280 -1.716 1.452
F -1.273 -1.796 1.141
H -2.939 -0.386 2.089
```

Results
M in g mol⁻¹: 474.2
HOMO-LUMO gap in Ha: 0.2663

***

--- b ---
Entry from OMol25: a structure of composition C17H32BF4LiO9 (ωB97M-V/def2-TZVPD).

The geometry in XYZ format:
```
64
C17H32BF4LiO9, DFT ωB97M-V/def2-TZVPD
O -3.884 1.380 -2.672
H -0.237 1.059 -2.859
C 5.585 -1.135 3.118
C -2.613 4.806 -3.344
F 0.682 -1.258 -1.327
O -1.671 -4.416 -0.718
C 4.348 -0.773 2.494
H 1.099 -4.063 2.939
H -2.074 -1.200 2.484
C -3.381 3.837 -5.422
H -2.056 5.664 -2.789
C -3.759 2.745 -4.747
C 1.090 1.525 -3.725
H -1.761 -4.898 -2.716
H 6.674 -1.465 6.063
H -2.987 5.959 -6.405
H -3.416 -4.868 -2.107
H -3.557 1.554 -1.600
O -2.692 6.068 -5.450
H 2.225 -0.525 5.262
C -3.589 2.517 -3.301
O -3.493 -1.434 3.998
H -2.842 -2.535 2.244
H -2.903 -0.874 4.574
H -0.587 -4.021 2.375
C -2.636 -1.961 3.016
H 4.371 -0.707 1.347
C 0.927 3.806 0.755
C 3.197 -0.553 3.226
H 0.593 2.309 -0.573
F -1.274 -1.673 -0.275
H -3.457 3.711 -6.398
H 1.684 4.585 0.686
C -2.926 3.597 -2.592
B -0.275 -0.704 -0.471
H 0.752 3.141 1.531
H 0.363 -2.641 2.440
O 2.106 -0.181 2.734
O 6.644 -1.675 5.300
H -1.943 -4.752 0.229
H 1.876 -3.813 0.891
O 0.862 3.227 -0.499
H -1.896 -2.384 3.396
H 1.741 -0.365 1.730
C -2.913 5.011 -4.640
C 3.146 -0.693 4.658
H -2.117 -6.253 -1.683
C -2.171 -5.127 -1.787
H -3.950 1.998 -5.326
H 1.471 2.493 -3.642
O 0.952 -3.771 0.799
O -0.235 1.377 -3.694
C 0.382 -3.684 2.123
H 1.503 0.914 -4.462
C 4.342 -0.968 5.367
H 6.440 -1.505 2.697
C 5.537 -1.305 4.656
Li 0.008 -3.188 -0.807
H 1.467 1.119 -2.909
H -2.658 3.590 -1.597
H 0.076 4.448 1.174
F -0.851 0.395 -1.061
F 0.363 -0.458 0.777
H 4.325 -0.997 6.492
```

Results
M in g mol⁻¹: 474.2
HOMO-LUMO gap in Ha: 0.2380

***

a is the most stable structure; the next one sits 279.2 kJ/mol above it.

***

--- a ---
Entry from OMol25: a cluster of 3 separate species, H4IO2 in total (ωB97M-V/def2-TZVPD).

The geometry in XYZ format:
```
7
H4IO2, DFT ωB97M-V/def2-TZVPD
O 1.767 -0.171 0.162
O -1.597 0.496 0.837
H 1.322 -0.422 -0.667
H -1.541 0.202 1.732
H 1.569 0.773 0.170
I -0.421 -0.832 -2.476
H -1.099 -0.045 0.242
```

Results
Charge: -1
M in g mol⁻¹: 162.9
HOMO-LUMO gap in Ha: 0.2788

***

--- b ---
Entry from OMol25: a cluster of 3 separate species, H4IO2 in total (ωB97M-V/def2-TZVPD).

The geometry in XYZ format:
```
7
H4IO2, DFT ωB97M-V/def2-TZVPD
H -3.541 -0.321 -2.430
H 3.481 0.169 1.958
I -0.684 -0.479 0.943
H -4.098 0.832 -1.622
H 4.745 -0.407 1.356
O -4.285 0.279 -2.380
O 4.381 -0.073 2.176
```

Results
Charge: -1
M in g mol⁻¹: 162.9
HOMO-LUMO gap in Ha: 0.2625

***

a is the most stable structure; the next one sits 26.2 kJ/mol above it.

***

--- a ---
Entry from OMol25: the molecule C9H9N3S (ωB97M-V/def2-TZVPD).

The geometry in XYZ format:
```
22
C9H9N3S, DFT ωB97M-V/def2-TZVPD
H 2.159 0.317 -1.136
C 1.184 0.400 1.318
H -2.500 1.514 1.515
C 0.449 0.500 0.149
C -0.912 0.895 0.211
C 0.626 0.720 2.544
H -1.139 1.370 3.573
H 2.217 0.088 1.263
H -0.291 -1.400 -3.129
N -3.953 1.507 -1.324
H -0.584 -2.673 -1.922
C -0.704 1.128 2.615
C -0.376 -1.614 -2.060
H -1.201 -1.004 -1.670
N -1.622 0.937 -0.925
N 0.848 -1.267 -1.401
H 0.627 0.721 -1.981
C 1.082 0.145 -1.172
C -2.856 1.259 -1.038
C -1.462 1.216 1.476
S 1.866 -2.391 -0.856
H 1.225 0.666 3.439
```

Results
M in g mol⁻¹: 191.3
HOMO-LUMO gap (alpha / beta) in Ha: 0.1485 / 0.1494

***

--- b ---
Entry from OMol25: the molecule C9H9N3S (ωB97M-V/def2-TZVPD).

The geometry in XYZ format:
```
22
C9H9N3S, DFT ωB97M-V/def2-TZVPD
C -2.683 1.624 2.450
H 2.278 -1.370 0.642
C 1.021 -2.039 -2.980
H 3.790 -2.310 -1.088
C 2.870 -2.134 -1.347
S 0.386 0.953 0.239
N -2.220 2.836 2.354
H 2.970 -2.640 -3.483
N -1.106 2.826 1.606
H -1.314 -0.688 -0.437
C 0.132 -1.684 -2.015
H -2.155 3.619 3.055
C -0.320 -0.837 -0.020
C 2.083 -1.589 -0.429
H 0.577 -2.476 -3.933
C 0.666 -1.346 -0.847
C -1.037 1.472 1.190
H -3.598 1.440 3.033
H -0.984 -1.699 -2.315
N -2.019 0.746 1.708
C 2.334 -2.245 -2.654
H -0.707 -1.316 0.939
```

Results
M in g mol⁻¹: 191.3
HOMO-LUMO gap in Ha: 0.3395
SMILES: c1ccc(CSc2nc[nH]n2)cc1

***

b is the most stable structure; the next one sits 46.5 kJ/mol above it.

***

--- a ---
Entry from OMol25: a structure of composition C5H9FO2 (ωB97M-V/def2-TZVPD).

The geometry in XYZ format:
```
17
C5H9FO2, DFT ωB97M-V/def2-TZVPD
H 3.143 -1.041 -0.099
C -1.696 0.371 -0.745
C -0.576 0.374 0.165
H 2.880 -1.877 -1.515
C -0.960 0.443 1.597
F -1.478 0.169 -2.096
H 1.663 0.202 -1.592
C 1.245 -0.693 -1.041
O 0.002 1.189 2.558
O 0.692 -0.072 0.209
H 0.297 -1.142 -1.820
H -0.896 -0.719 1.985
H -1.833 1.106 2.004
H 2.089 -2.405 -0.029
C 2.328 -1.561 -0.592
H 1.100 1.209 1.860
H -2.744 0.606 -0.365
```

Results
M in g mol⁻¹: 120.1
HOMO-LUMO gap in Ha: 0.3455

***

--- b ---
Entry from OMol25: a structure of composition C5H9FO2 (ωB97M-V/def2-TZVPD).

The geometry in XYZ format:
```
17
C5H9FO2, DFT ωB97M-V/def2-TZVPD
O -0.173 0.088 -1.193
H 2.017 -0.429 0.683
H -0.422 2.358 0.767
C 0.036 1.300 0.822
H 0.880 1.656 -1.126
C 0.708 0.791 -0.588
H 2.966 0.399 -0.565
H -3.184 -1.337 0.669
H 0.691 1.158 1.685
H 1.935 -0.744 -1.165
F -2.477 1.012 -0.575
O -1.092 0.496 1.026
H -2.663 -1.522 -1.014
C -1.671 0.085 -0.058
H -1.572 -2.017 0.251
C 1.999 -0.024 -0.418
C -2.350 -1.308 -0.067
```

Results
M in g mol⁻¹: 120.1
HOMO-LUMO gap in Ha: 0.3747

***

b is the most stable structure; the next one sits 297.2 kJ/mol above it.

***

--- a ---
Entry from OMol25: the molecule HN3S (ωB97M-V/def2-TZVPD).

The geometry in XYZ format:
```
5
HN3S, DFT ωB97M-V/def2-TZVPD
N 0.653 -0.753 0.126
N -0.382 -1.313 -0.252
N 0.325 0.544 0.109
S -1.234 0.112 -0.496
H 0.638 1.410 0.513
```

Results
M in g mol⁻¹: 75.1
HOMO-LUMO gap in Ha: 0.3646

***

--- b ---
Entry from OMol25: a structure of composition HN3S (ωB97M-V/def2-TZVPD).

The geometry in XYZ format:
```
5
HN3S, DFT ωB97M-V/def2-TZVPD
S 0.428 -1.288 -0.387
N -1.015 0.419 -0.022
N 0.186 0.153 0.579
H 1.573 1.405 0.441
N -1.172 -0.689 -0.612
```

Results
M in g mol⁻¹: 75.1
HOMO-LUMO gap in Ha: 0.2906

***

a is the most stable structure; the next one sits 352.2 kJ/mol above it.

***

--- a ---
Entry from OMol25: the molecule C3H3NO2S (ωB97M-V/def2-TZVPD).

The geometry in XYZ format:
```
10
C3H3NO2S, DFT ωB97M-V/def2-TZVPD
C -1.908 -0.767 0.026
N -0.780 1.586 -0.043
C 0.211 0.092 0.162
H 2.344 -0.148 0.789
C 1.640 0.172 -0.058
H 1.930 1.196 -0.409
O -2.758 -1.558 0.284
H 2.125 -0.613 -0.604
O -0.542 -0.965 0.037
S -2.261 1.005 -0.184
```

Results
M in g mol⁻¹: 117.1
HOMO-LUMO gap (alpha / beta) in Ha: 0.3076 / 0.2802
SMILES: Cc1nsc(=O)o1

***

--- b ---
Entry from OMol25: the molecule C3H3NO2S (ωB97M-V/def2-TZVPD).

The geometry in XYZ format:
```
10
C3H3NO2S, DFT ωB97M-V/def2-TZVPD
N 1.611 0.558 -0.117
C 1.619 1.738 -0.370
C 1.132 -0.739 -0.197
S -1.318 0.652 -0.389
H 1.918 -1.447 -0.260
O -1.143 0.790 1.256
H -0.317 1.000 1.664
H -0.705 -1.750 -0.575
O -2.629 0.048 -0.562
C -0.169 -0.850 -0.451
```

Results
M in g mol⁻¹: 117.1
HOMO-LUMO gap in Ha: 0.3554

***

--- c ---
Entry from OMol25: the molecule C3H3NO2S (ωB97M-V/def2-TZVPD).

The geometry in XYZ format:
```
10
C3H3NO2S, DFT ωB97M-V/def2-TZVPD
H 0.346 -2.022 -0.596
C -0.121 -1.022 -0.193
N 0.474 0.692 1.671
C -0.313 1.345 -1.072
O -0.145 0.009 -1.322
C 0.670 -0.441 1.089
S -0.435 1.820 0.778
H -1.239 -1.265 0.030
O -0.579 2.170 -1.811
H 1.341 -1.286 1.427
```

Results
M in g mol⁻¹: 117.1
HOMO-LUMO gap in Ha: 0.3477
SMILES: O=C1OCC=NS1

***

c is the most stable structure; the next one sits 146.8 kJ/mol above it.

***

--- a ---
Entry from OMol25: a cluster of 3 separate species, C3H3NO2S in total (ωB97M-V/def2-TZVPD).

The geometry in XYZ format:
```
10
C3H3NO2S, DFT ωB97M-V/def2-TZVPD
C 1.138 -2.335 0.976
C 1.224 1.453 -0.451
O -2.656 1.046 -0.204
H -0.270 2.900 -1.305
C 0.481 2.282 -0.892
O -1.702 -1.021 0.794
N 1.075 -1.570 0.119
S -1.968 -0.226 -0.420
H 1.879 0.526 -0.284
H 0.797 -3.055 1.667
```

Results
M in g mol⁻¹: 117.1
HOMO-LUMO gap in Ha: 0.3462

***

--- b ---
Entry from OMol25: a cluster of 3 separate species, C3H3NO2S in total (ωB97M-V/def2-TZVPD).

The geometry in XYZ format:
```
10
C3H3NO2S, DFT ωB97M-V/def2-TZVPD
H 0.436 0.772 -0.670
N -1.430 -1.536 0.144
C -0.342 -1.214 -0.059
O -4.337 -0.458 0.896
O -3.296 0.280 -0.813
C -3.978 0.201 0.102
H 0.653 -1.213 -0.049
C -0.352 0.925 0.058
H -0.056 0.573 1.165
S -1.461 2.052 -0.062
```

Results
M in g mol⁻¹: 117.1
HOMO-LUMO gap in Ha: 0.3012
SMILES: O=C=O.C#N.C=S

***

a is the most stable structure; the next one sits 18.0 kJ/mol above it.